[1]
ORCA calculation (ωB97M-V/def2-TZVPD) on a structure of composition C21H30N2OP2Ti in a non-equilibrium geometry.

```
57
Properties=species:S:1:pos:R:3:mulliken_charge:R:1
Ti 0.23 0.36 0.84 -0.43
P -2.17 0.75 0.26 1.22
P 0.33 -2.06 0.65 1.72
O -0.04 0.52 2.72 -0.67
N 1.13 -0.73 4.19 -0.30
N 0.33 0.27 -1.39 -0.26
C 1.79 -1.69 -1.66 0.27
C -1.29 -2.86 0.93 -1.43
C 0.71 -2.56 -1.09 -1.12
C 1.01 2.40 -2.24 0.24
C -2.56 2.40 0.90 -1.35
C -0.02 1.49 -1.96 0.80
C -3.62 -0.21 0.77 -1.27
C 2.33 2.04 -1.62 0.05
C -0.61 3.82 -3.32 -0.65
C 1.37 -3.22 1.58 -1.52
C 0.72 3.52 -3.01 -1.16
C 3.81 0.09 -2.50 -1.17
C 4.01 -1.29 -2.56 -0.66
C -1.66 3.00 -2.87 -1.03
C -1.06 0.04 4.87 -1.18
C 2.63 0.61 -1.97 0.24
C 1.58 -0.28 -1.70 0.91
C -2.44 0.95 -1.57 -1.14
C 0.04 -0.03 3.87 0.84
C -1.39 1.83 -2.17 0.33
C 3.02 -2.18 -2.10 -1.00
H 4.57 0.79 -2.86 0.45
H 1.54 4.15 -3.34 0.45
H -3.60 -0.33 1.86 0.34
H -3.45 1.35 -1.75 0.53
H -2.39 -0.07 -1.98 0.36
H -3.61 -1.21 0.31 0.36
H -1.45 1.06 4.94 0.32
H -0.23 -2.47 -1.65 0.40
H -0.84 4.71 -3.90 0.39
H 2.18 2.07 -0.47 -0.32
H -4.53 0.32 0.47 0.45
H -1.68 -2.56 1.90 0.34
H 1.20 -1.15 5.10 0.21
H 1.56 -0.65 1.18 -0.01
H -2.57 2.36 2.00 0.35
H 3.13 2.72 -1.92 0.65
H -2.01 -2.58 0.14 0.24
H 1.87 -0.87 3.50 0.22
H -1.14 -3.95 0.92 0.51
H 4.94 -1.69 -2.95 0.38
H -0.69 -0.27 5.86 0.43
H 2.43 -2.96 1.44 0.40
H 1.02 -3.62 -1.07 0.55
H -2.70 3.29 -3.04 0.41
H 3.22 -3.25 -2.06 0.40
H 1.11 -3.18 2.64 0.40
H -3.55 2.73 0.53 0.43
H -1.88 -0.64 4.58 0.23
H -1.80 3.13 0.59 0.35
H 1.18 -4.23 1.18 0.51
```

The calculation puts the frontier orbital gap (alpha / beta) at 0.2328 / 0.2367 Ha. The multiplicity is 2. Its net charge is +1. The HOMO energy (alpha / beta) comes out at -9.47 / -9.47 eV.

[2]
ORCA calculation (ωB97M-V/def2-TZVPD) on the ion C21H30NO3 with charge +1.

```
55
Properties=species:S:1:pos:R:3:mulliken_charge:R:1
O -2.26 1.79 -1.72 -0.32
O 4.76 -3.46 1.58 -0.40
O 2.35 -0.06 0.71 -0.78
N 2.50 -2.21 2.25 0.36
C 2.78 -0.37 3.88 -0.76
C 1.84 -3.45 1.80 -0.67
C -6.26 2.09 -3.97 -0.59
C -0.04 -0.18 0.45 -0.28
C 1.17 0.41 0.13 0.09
C -1.22 0.25 -0.15 -0.53
C -3.55 1.25 -1.46 -0.63
C 2.04 -1.66 3.54 -0.63
C 3.01 0.84 1.60 -0.74
C -6.36 3.46 -3.81 -0.41
C -4.54 2.02 -2.29 0.40
C -5.35 1.37 -3.22 -0.44
C 0.04 1.88 -1.39 -0.75
C -4.65 3.40 -2.13 -0.41
C 4.00 -4.54 1.05 -0.67
C -1.19 1.29 -1.08 0.51
C -5.56 4.12 -2.89 -0.53
C 2.40 0.84 3.01 -0.50
C 2.62 -4.03 0.63 -0.65
C 6.08 -3.82 1.93 -0.83
C 1.21 1.44 -0.80 -0.33
H 1.32 0.92 2.93 0.28
H 2.74 -3.27 -0.14 0.30
H 4.05 0.53 1.62 0.31
H 1.82 -4.16 2.63 0.51
H 3.86 -0.54 3.83 0.28
H 2.95 1.85 1.19 0.53
H 3.52 -2.43 2.27 0.72
H -3.57 0.19 -1.72 0.45
H -0.09 -0.99 1.17 0.18
H 6.08 -4.58 2.71 0.34
H -4.02 3.90 -1.42 0.36
H 2.76 1.74 3.51 0.40
H -5.26 0.30 -3.35 0.31
H 2.22 -2.40 4.33 0.46
H -5.63 5.18 -2.77 0.38
H -7.07 4.02 -4.40 0.38
H 2.15 1.90 -1.06 0.52
H -6.88 1.58 -4.68 0.39
H 2.07 -4.86 0.20 0.40
H 6.63 -4.19 1.06 0.29
H -3.79 1.36 -0.39 0.40
H 6.56 -2.91 2.30 0.30
H 4.52 -4.97 0.19 0.43
H 2.38 -1.44 1.52 0.22
H 2.54 -0.12 4.92 0.37
H 3.90 -5.32 1.82 0.36
H 0.97 -1.48 3.48 0.35
H 0.06 2.68 -2.12 0.45
H 0.81 -3.23 1.51 0.36
H -2.14 -0.23 0.11 0.46
```

The calculation puts the frontier orbital gap at 0.3274 Ha. Its net charge is +1. Its relative energy (zero: lowest compared OMol25 entry of this formula, charge and spin) is 65.5 kJ/mol. The SMILES is COCCC[NH2+]CCCCOc1ccc(OCc2ccccc2)cc1. The HOMO energy comes out at -10.95 eV.

[3]
ORCA calculation (ωB97M-V/def2-TZVPD) on a cluster of 3 separate species, C21H31BIN3O8PS in total in a non-equilibrium geometry.

```
67
Properties=species:S:1:pos:R:3:mulliken_charge:R:1
I 4.60 -0.40 -4.83 -0.35
S -0.82 -0.14 -2.38 -0.17
P 5.54 0.46 1.03 0.80
O 3.18 0.99 -2.71 -0.55
O 3.41 -1.33 -2.21 -0.57
O 0.06 -1.36 3.69 -0.43
O 6.87 0.01 2.06 -0.53
O 2.54 -2.41 0.92 -0.40
O 6.05 1.65 0.08 -0.65
O -0.09 2.29 4.59 -0.39
O 4.20 0.95 2.04 -0.46
N -4.14 1.66 -4.86 -0.57
N -3.30 -1.01 1.51 -0.30
N 1.71 -0.66 -4.05 -0.36
C -4.96 -2.13 -0.45 -0.32
C 0.54 -2.16 2.55 -0.12
C -4.12 -1.06 -0.76 -0.29
C -4.13 -2.04 1.78 -0.34
C -5.17 1.45 -5.71 -0.27
C -0.77 1.12 3.94 -0.39
C 3.54 -0.75 -0.85 0.85
C -3.31 -0.55 0.24 -0.26
C 1.28 4.32 3.96 -0.78
C -3.47 0.56 -4.44 0.04
C 0.42 0.07 3.56 0.31
C 3.07 0.80 -1.25 -0.21
C 2.17 -2.19 2.35 -0.11
C -4.97 -2.63 0.85 -0.38
C -5.56 0.20 -6.16 -0.30
C 2.26 -1.22 0.11 0.17
C -0.14 3.47 3.72 -0.16
C 0.59 -0.21 -3.37 0.16
C -4.85 -0.91 -5.71 -0.46
C 5.01 -0.97 -0.16 -0.78
C -3.78 -0.73 -4.84 -0.06
B 2.99 -0.38 -3.28 0.46
H -2.65 0.76 -3.76 0.19
H 0.74 0.28 2.46 -0.16
H -4.10 -2.39 2.81 0.35
H 7.10 0.85 2.58 0.35
H -5.60 -2.56 -1.21 0.38
H -5.61 -3.46 1.13 0.36
H -1.31 1.42 2.93 0.16
H 2.73 -1.23 2.71 0.20
H -3.20 -1.57 -4.47 0.42
H -5.69 2.35 -6.04 0.37
H 5.83 -1.09 -1.00 0.34
H -4.09 -0.65 -1.76 0.30
H 1.14 5.42 3.53 0.31
H -2.64 0.28 0.04 0.50
H 1.50 4.34 5.11 0.24
H 1.35 -1.43 -0.63 0.06
H 2.62 -3.11 2.94 0.26
H 1.30 0.26 4.35 0.15
H -0.05 -1.89 1.55 0.09
H -0.17 3.25 2.57 0.25
H 3.52 1.69 -0.64 0.11
H 1.89 0.87 -1.07 0.08
H -6.40 0.09 -6.84 0.36
H 3.56 1.56 1.55 0.34
H 0.22 -3.29 2.79 0.27
H 2.19 3.80 3.38 0.10
H 5.08 -1.97 0.49 0.28
H -5.12 -1.91 -6.04 0.36
H -1.04 4.16 4.08 0.24
H -1.58 0.72 4.69 0.25
H 2.02 -0.28 0.78 -0.29
```

The calculation puts the frontier orbital gap at 0.2652 Ha. Its net charge is -1. Its relative energy (zero: lowest compared OMol25 entry of this formula, charge and spin) is 620.1 kJ/mol. The HOMO energy comes out at -5.01 eV.

[4]
ORCA calculation (ωB97M-V/def2-TZVPD) on a structure of composition C21H31BaF5P2S in a non-equilibrium geometry.

```
61
Properties=species:S:1:pos:R:3:mulliken_charge:R:1
Ba -3.36 -0.34 -0.77 1.58
S -2.94 -1.56 1.83 -0.42
P 2.80 1.74 -1.10 1.19
P 1.96 -2.13 -1.73 0.95
F -8.19 0.80 3.15 -0.31
F -3.78 -0.38 4.39 -0.31
F -5.44 -1.53 0.03 -0.45
F -7.84 -0.43 0.71 -0.31
F -6.19 0.74 5.03 -0.30
C 2.93 -0.76 -2.51 -1.19
C 0.21 0.63 -1.27 -0.47
C 3.62 0.19 -1.52 -1.19
C -7.04 0.15 2.88 0.58
C 1.11 1.69 -0.49 0.34
C 1.11 -1.60 -0.17 0.49
C -6.00 0.18 3.81 0.19
C 3.86 2.61 0.06 -1.58
C 0.84 1.84 0.95 -1.61
C -6.86 -0.46 1.64 -0.12
C -3.98 1.77 0.86 -1.62
C 3.28 -3.19 -1.05 -1.53
C -5.63 -1.04 1.36 0.37
C 2.07 -1.32 0.90 -1.63
C 2.18 -0.15 1.78 -0.58
C 2.84 2.69 -2.65 -1.45
C 1.07 -3.00 -3.03 -1.46
C -0.13 -0.68 -0.55 -0.97
C -4.52 -1.00 2.23 0.23
C -4.79 -0.41 3.50 0.01
C 0.92 0.80 1.95 -0.78
H 4.58 0.51 -1.95 0.59
H 2.30 -0.24 -3.25 0.55
H 0.67 0.37 -2.24 0.19
H 1.73 -3.75 -3.50 0.42
H 3.86 3.07 -2.79 0.46
H 2.36 -0.55 2.79 0.52
H 0.98 1.30 2.95 0.58
H 0.41 2.80 1.24 0.30
H 2.60 -2.24 1.26 0.42
H 0.02 0.15 2.03 -0.08
H -3.43 1.81 1.82 0.28
H 3.08 0.47 1.56 -0.21
H 2.58 2.04 -3.49 0.35
H 3.84 -0.31 -0.57 0.58
H 3.91 -3.60 -1.87 0.45
H 2.84 -4.02 -0.47 0.42
H 0.63 -2.59 0.07 0.56
H 4.41 1.90 0.70 0.45
H 3.72 -1.24 -3.12 0.69
H -0.71 1.18 -1.57 0.21
H 0.73 -2.30 -3.83 0.38
H 0.19 -3.51 -2.62 0.38
H -0.77 -1.29 -1.24 0.54
H 2.15 3.55 -2.62 0.43
H 4.58 3.21 -0.52 0.48
H 3.27 3.29 0.71 0.39
H 0.76 2.65 -0.90 0.69
H 3.93 -2.60 -0.37 0.43
H -3.51 2.49 0.16 0.47
H -5.01 2.09 1.06 0.25
H -0.77 -0.49 0.34 0.19
```

The calculation puts the frontier orbital gap at 0.1372 Ha. Its relative energy (zero: lowest compared OMol25 entry of this formula, charge and spin) is 29.0 kJ/mol. The HOMO energy comes out at -4.56 eV.

[5]
ORCA calculation (ωB97M-V/def2-TZVPD) on a cluster of 2 separate species, C21H31BrFN3O3P in total in a non-equilibrium geometry.

```
61
Properties=species:S:1:pos:R:3:mulliken_charge:R:1
Br -3.78 -2.62 0.55 -0.06
P -1.14 -3.38 -1.19 0.18
F 3.46 2.40 4.19 -0.34
O -7.02 0.24 -2.28 -0.52
O 0.41 -3.04 -0.87 -0.39
O 4.42 -1.63 -0.88 -0.55
N -1.80 -1.67 -1.18 0.27
N -1.10 -0.82 -1.94 -0.30
N 3.76 0.58 -0.82 0.14
C 2.66 1.45 4.72 0.41
C 4.33 -0.60 -0.27 0.58
C -5.57 1.21 -0.52 -0.75
C -4.49 0.50 0.32 -1.38
C 0.74 0.89 -3.14 -0.95
C -1.47 0.43 -1.97 0.14
C 0.56 0.34 4.80 -0.29
C -3.31 0.02 -0.48 0.87
C 2.34 -0.32 6.28 -0.30
C 4.85 -0.50 1.14 -1.06
C 3.16 0.65 5.73 -0.48
C -2.58 0.89 -1.25 -0.24
C 1.77 1.32 -2.07 -0.24
C -0.67 1.39 -2.82 -1.14
C -6.74 0.29 -0.90 -0.30
C -2.87 -1.34 -0.46 0.03
C 1.37 1.32 4.25 -0.45
C 4.89 1.41 -1.30 -1.10
C 1.04 -0.48 5.81 -0.53
C -1.13 -3.73 -2.96 -0.98
C 2.84 0.26 -1.92 -0.94
H 5.57 0.80 -1.91 0.43
H 5.45 1.76 -0.44 0.33
H 2.39 -0.71 -1.73 0.45
H 1.28 1.42 -1.10 0.22
H 0.83 -3.78 -0.43 0.30
H -4.14 1.18 1.10 0.37
H -6.56 -0.72 -0.55 0.27
H 2.71 -0.96 7.07 0.38
H -6.66 1.02 -2.72 0.31
H -1.23 1.66 -3.70 0.55
H 2.20 2.27 -2.37 0.35
H -0.45 0.22 4.44 0.39
H 4.51 2.25 -1.87 0.30
H -5.98 2.00 0.11 0.35
H 5.80 -1.01 1.18 0.31
H -7.64 0.64 -0.38 0.28
H 1.04 1.34 -4.08 0.50
H 4.12 -0.97 1.80 0.28
H -1.00 -4.81 -3.04 0.37
H -0.57 2.31 -2.23 0.42
H -4.96 -0.32 0.84 0.52
H -0.29 -3.27 -3.47 0.31
H 4.18 0.78 6.07 0.43
H 4.96 0.55 1.41 0.32
H 3.38 0.15 -2.87 0.23
H -5.17 1.72 -1.40 0.52
H -2.86 1.94 -1.29 0.64
H 0.40 -1.24 6.25 0.38
H -2.06 -3.43 -3.45 0.34
H 1.02 1.97 3.46 0.42
H 0.80 -0.18 -3.27 0.44
```

The calculation puts the frontier orbital gap at 0.2391 Ha. Its net charge is +1. The HOMO energy comes out at -11.13 eV.

[6]
ORCA calculation (ωB97M-V/def2-TZVPD) on the molecule C21H31BrN4O2.

```
59
Properties=species:S:1:pos:R:3:mulliken_charge:R:1
Br 1.72 -6.63 -4.86 -0.22
O 0.75 2.02 2.94 -0.68
O -0.47 -1.92 -0.26 -0.65
N 1.24 -1.48 -1.69 -0.22
N -3.72 3.60 2.40 -0.05
N 3.70 -2.41 -2.37 -0.22
N -0.66 1.82 1.14 0.46
C -2.61 1.78 3.45 -0.48
C 5.06 -2.91 -2.54 0.14
C -2.84 2.47 2.10 0.51
C -4.39 4.14 1.23 -0.28
C 6.02 -1.75 -2.34 -1.57
C 0.51 0.25 -0.15 0.85
C 0.29 -4.61 -3.45 -0.72
C 0.18 -3.44 -2.72 -0.48
C 0.35 -1.16 -0.70 -0.14
C 5.39 -4.07 -1.60 -1.29
C 2.69 -4.34 -3.49 -0.41
C 0.40 1.47 1.92 0.57
C 2.59 -3.18 -2.74 0.78
C -4.64 3.10 3.42 -0.61
C -0.84 0.98 -0.03 -1.10
C -3.74 2.30 4.36 -0.85
C -1.54 2.93 1.44 -1.67
C 1.54 -5.04 -3.84 -0.41
C -5.21 5.38 1.55 -1.43
C 1.31 -2.72 -2.38 0.24
C 1.04 0.25 1.28 -0.93
H -1.06 1.59 -0.91 0.30
H -5.05 3.37 0.78 0.37
H -3.64 4.40 0.49 0.26
H -1.64 0.25 0.11 0.32
H 0.69 -0.63 1.82 0.37
H 5.82 -0.95 -3.04 0.38
H -3.36 1.78 1.41 0.14
H 4.67 -4.88 -1.69 0.42
H -0.59 -5.18 -3.72 0.41
H -1.02 3.59 2.13 0.27
H 1.86 -0.76 -2.02 0.45
H 6.38 -4.47 -1.81 0.37
H 5.93 -1.36 -1.32 0.37
H 5.15 -3.25 -3.58 0.35
H -5.40 2.44 2.96 0.35
H 3.57 -1.97 -1.47 0.39
H -5.61 5.81 0.63 0.45
H -6.06 5.16 2.20 0.33
H -1.73 3.47 0.51 0.36
H 3.65 -4.73 -3.80 0.34
H 5.38 -3.73 -0.57 0.31
H 1.18 0.84 -0.78 0.40
H -5.16 3.91 3.91 0.39
H 7.05 -2.08 -2.47 0.41
H -4.28 1.51 4.86 0.32
H -1.63 2.03 3.84 0.19
H -0.79 -3.07 -2.41 0.44
H -2.65 0.69 3.34 0.38
H -4.59 6.13 2.04 0.34
H -3.33 2.96 5.12 0.33
H 2.13 0.30 1.37 0.35
```

The calculation puts the frontier orbital gap at 0.3173 Ha. Its relative energy (zero: lowest compared OMol25 entry of this formula, charge and spin) is 2.8 kJ/mol. The SMILES is CCN1CCC[C@@H]1CN1C[C@H](C(=O)Nc2ccc(Br)cc2NC(C)C)CC1=O. The HOMO energy comes out at -8.26 eV.

[7]
ORCA calculation (ωB97M-V/def2-TZVPD) on a structure of composition C21H31ClNO4Pt.

```
59
Properties=species:S:1:pos:R:3:mulliken_charge:R:1
Pt -0.44 -0.20 -0.44 0.66
Cl 1.83 -1.67 0.11 1.70
O 2.30 -1.85 -1.21 -0.54
O 0.39 -2.14 0.20 -0.64
O 1.63 -0.18 0.37 -0.67
O 2.61 -2.25 1.11 -0.54
N 2.14 2.27 -3.23 0.00
C -0.56 -0.78 -5.12 -0.59
C 1.26 -0.71 4.40 -2.19
C -0.45 -0.07 -2.42 0.58
C -1.79 -1.73 2.37 0.49
C -0.17 0.53 2.72 1.72
C -1.79 1.99 1.37 -1.37
C 1.95 0.85 -2.77 -1.28
C -1.31 0.63 1.83 0.16
C 0.62 -0.20 -4.57 -0.48
C 0.12 -0.67 3.43 0.27
C -1.70 -0.96 -4.32 -0.77
C -0.64 -1.81 3.19 1.70
C -2.73 -2.87 2.31 -2.20
C 3.51 2.77 -2.86 -0.81
C -0.26 -3.13 3.81 -2.50
C 0.75 1.68 2.87 -2.75
C 0.67 0.24 -3.27 0.65
C -3.36 -0.45 0.82 -2.52
C -1.65 -0.58 -3.01 -0.33
C -2.11 -0.50 1.64 1.88
C 1.08 3.20 -2.72 -0.76
H -3.74 -2.59 2.02 0.48
H 0.57 2.17 3.84 0.54
H 4.25 2.09 -3.28 0.35
H 1.44 0.26 4.85 0.47
H 2.18 -1.02 3.89 0.39
H 2.80 0.29 -3.17 0.51
H -1.56 2.22 0.32 0.26
H -3.54 -1.37 0.28 0.63
H 1.31 4.21 -3.06 0.40
H 1.10 3.15 -1.63 0.33
H 0.82 -3.21 3.91 0.54
H 1.78 1.34 2.89 0.54
H 1.07 -1.42 5.19 0.51
H -0.60 -3.97 3.20 0.52
H -4.23 -0.29 1.47 0.49
H 2.03 0.85 -1.68 0.47
H -2.36 -3.60 1.57 0.45
H -0.58 -1.05 -6.16 0.48
H -0.70 -3.23 4.80 0.47
H -2.88 2.06 1.47 0.41
H -1.36 2.78 1.97 0.48
H 3.64 3.77 -3.26 0.38
H 1.49 -0.14 -5.21 0.56
H 0.12 2.89 -3.11 0.34
H 0.63 2.43 2.10 0.43
H -2.54 -0.70 -2.39 0.47
H 2.09 2.28 -4.25 0.42
H -2.60 -1.38 -4.75 0.50
H -3.35 0.39 0.11 0.47
H 3.58 2.78 -1.77 0.38
H -2.77 -3.40 3.26 0.46
```

The calculation puts the frontier orbital gap (alpha / beta) at 0.3358 / 0.1922 Ha. The multiplicity is 5. Its net charge is +3. The HOMO energy (alpha / beta) comes out at -18.21 / -18.19 eV.

[8]
ORCA calculation (ωB97M-V/def2-TZVPD) on a structure of composition C21H31DyINO2P2 in a non-equilibrium geometry.

```
59
Properties=species:S:1:pos:R:3:mulliken_charge:R:1
Dy 0.52 0.56 0.02 -0.18
I 2.05 3.03 -2.26 0.02
P 2.03 -1.26 -1.36 1.19
P -1.68 2.22 -0.14 1.14
O -1.51 -0.47 -2.69 -0.18
O 1.84 3.75 -5.21 -0.35
N -0.63 -1.00 1.21 0.55
C -2.09 2.75 1.58 -1.30
C 3.30 -0.61 -2.53 -1.11
C -2.81 -1.72 1.97 0.11
C -1.77 -1.82 1.03 -0.37
C 0.62 0.08 3.04 -0.27
C 2.46 4.12 -4.24 0.48
C 1.41 -0.06 4.18 -0.85
C 0.88 -2.44 4.31 -0.65
C 3.48 5.23 -4.21 -0.85
C 1.78 -2.82 -2.25 -1.40
C -1.55 3.81 -1.06 -1.12
C -3.87 -2.62 1.97 -0.76
C 3.05 -1.89 0.02 -1.33
C -0.87 -0.22 -1.74 0.27
C 0.02 -1.08 2.48 0.52
C 0.15 -2.33 3.12 -0.16
C -1.86 -2.78 0.01 0.13
C -3.83 -3.71 1.08 -0.47
C -2.82 -3.79 0.12 -0.84
C 1.47 -1.29 4.85 -0.51
C -3.38 1.87 -0.72 -1.33
H 3.62 0.39 -2.20 0.27
H 2.05 -1.38 5.79 0.37
H 4.47 4.85 -3.90 0.32
H -2.84 -4.63 -0.58 0.43
H 3.52 -1.09 0.61 0.44
H 1.30 -2.66 -3.22 0.43
H -3.39 1.73 -1.81 0.42
H -2.28 4.52 -0.65 0.42
H 2.03 0.77 4.56 0.40
H -1.22 3.20 2.09 0.41
H -3.77 0.96 -0.25 0.34
H 2.48 -2.54 0.71 0.33
H -0.53 4.21 -0.99 0.27
H 1.17 -3.52 -1.67 0.38
H -1.17 -2.71 -0.82 0.16
H -0.27 -3.21 2.65 0.47
H -2.44 1.90 2.20 0.27
H 4.14 -1.31 -2.56 0.44
H -1.78 3.62 -2.13 0.37
H 2.76 -3.28 -2.44 0.45
H 2.85 -0.52 -3.54 0.36
H -2.76 -0.91 2.68 0.44
H -4.04 2.71 -0.48 0.45
H 0.45 1.05 2.55 0.25
H 3.84 -2.49 -0.46 0.43
H -2.88 3.50 1.51 0.47
H 3.55 5.63 -5.23 0.32
H 3.17 6.04 -3.52 0.32
H -4.73 -2.47 2.64 0.42
H -4.66 -4.43 1.08 0.38
H 0.99 -3.43 4.77 0.43
```

The calculation puts the frontier orbital gap (alpha / beta) at 0.2132 / 0.2172 Ha. The multiplicity is 6. Its net charge is +2. The HOMO energy (alpha / beta) comes out at -12.92 / -12.95 eV.